Record 1
45
Properties=species:S:1:pos:R:3 method="wB97M-V/def2-TZVPD" smiles="Cc1cc(Cl)ccc1OCCCC(=O)NCCCn1ccnc1" relative_energy_kj_mol=35.17 e_tot_ev=-39074.6338 orbital_gap_ev=8.84 mol_weight_g_mol=335.8
C 1.6054 1.7387 -0.3797
C 2.7165 0.7488 -0.2469
C 4.0104 1.1457 0.0316
C 5.0201 0.2057 0.1733
Cl 6.6326 0.7307 0.5216
C 4.7493 -1.1409 0.0419
C 3.4552 -1.5512 -0.2394
C 2.4349 -0.6209 -0.3891
O 1.1419 -0.9346 -0.6839
C 0.7615 -2.2931 -0.6549
C -0.7488 -2.3872 -0.8530
C -1.5301 -1.7701 0.3093
C -1.4491 -0.2553 0.3581
O -0.9772 0.3630 1.2895
N -1.9965 0.3626 -0.7154
C -2.0330 1.7973 -0.8562
C -3.4531 2.3573 -0.9673
C -4.3036 2.1046 0.2837
N -4.7199 0.7327 0.3894
C -5.5386 0.0708 -0.4836
C -5.6182 -1.2127 -0.0279
N -4.8703 -1.3503 1.0978
C -4.3524 -0.1738 1.3231
H 0.8327 1.5077 0.3515
H 1.9643 2.7516 -0.2215
H 1.1564 1.6650 -1.3688
H 4.2360 2.1947 0.1461
H 5.5351 -1.8704 0.1566
H 3.2637 -2.6074 -0.3404
H 1.0374 -2.7414 0.3090
H 1.2699 -2.8452 -1.4596
H -1.0099 -3.4438 -0.9364
H -1.0063 -1.8980 -1.7940
H -2.5827 -2.0528 0.2384
H -1.1430 -2.1502 1.2554
H -2.4062 -0.1910 -1.4501
H -1.4634 2.0961 -1.7441
H -1.5383 2.2033 0.0293
H -3.9522 1.9230 -1.8366
H -3.3803 3.4342 -1.1250
H -3.7288 2.3527 1.1790
H -5.1939 2.7431 0.2494
H -5.9967 0.5578 -1.3202
H -6.1637 -2.0412 -0.4332
H -3.7008 0.0613 2.1404



Record 2
49
Properties=species:S:1:pos:R:3 method="wB97M-V/def2-TZVPD" smiles="CCn1nccc1N[C@@H]1C(C(N)=O)=NNc2c(C)cc(S(=O)(=O)CC)cc21" relative_energy_kj_mol=2.51 e_tot_ev=-43902.7284 orbital_gap_ev=7.40 mol_weight_g_mol=390.5
C 4.0220 1.9694 -0.5176
C 3.1269 3.0467 -1.2107
N 2.2483 2.3998 -2.1791
N 2.5877 2.1272 -3.4675
C 1.5234 1.5966 -4.0326
C 0.4293 1.4604 -3.0903
C 0.9343 1.9822 -1.9298
N 0.3247 2.0551 -0.7118
C -0.9527 1.4384 -0.3239
C -2.0209 2.4556 0.0194
C -2.7687 3.1278 -1.0593
N -3.7519 4.0591 -0.7583
O -2.6854 2.8419 -2.2060
N -2.3859 2.7448 1.2512
N -1.8719 2.0679 2.3395
C -0.9894 1.0184 2.2036
C -0.4297 0.4008 3.3583
C -0.7955 0.8580 4.7473
C 0.3777 -0.7237 3.2061
C 0.7095 -1.1656 1.9385
S 2.0352 -2.3916 1.7747
O 2.7666 -2.2045 0.5304
O 2.9525 -2.2882 2.9262
C 1.2556 -4.0086 1.8246
C 2.3269 -5.1031 1.8205
C 0.2397 -0.4764 0.8272
C -0.5929 0.6233 0.9205
H 3.3983 1.2358 -0.0393
H 4.6222 2.4444 0.2669
H 4.6733 1.4420 -1.2709
H 3.7099 3.7320 -1.7886
H 2.5398 3.5740 -0.4786
H 1.4738 1.3192 -5.1119
H -0.5443 1.0310 -3.2435
H 0.8665 2.4349 0.0809
H -1.3656 0.7898 -1.1282
H -4.0402 4.6507 -1.5520
H -3.7437 4.3951 0.2039
H -2.0948 2.3330 3.3213
H -1.8386 0.6612 5.0023
H -0.2015 0.2605 5.4774
H -0.6046 1.9250 4.8842
H 0.8049 -1.2194 4.0751
H 0.6060 -4.0707 2.7152
H 0.6222 -4.1005 0.9555
H 1.9006 -6.0763 1.6952
H 2.8375 -5.0259 2.7938
H 3.0774 -4.9553 1.0319
H 0.6154 -0.7625 -0.1622



Record 3
54
Properties=species:S:1:pos:R:3 method="wB97M-V/def2-TZVPD" charge=+1 relative_energy_kj_mol=48.57 e_tot_ev=-78895.2732 orbital_gap_ev="6.54 / 7.72" multiplicity=5 mol_weight_g_mol=485.2 s2=6.047
Mn -0.2220 0.0981 0.0874
C -1.3721 2.7645 -2.1149
C -0.6311 3.0352 -0.8561
C -0.4297 4.2463 -0.1964
C 0.3443 3.9450 0.9045
N 0.6376 2.6382 0.8950
N 0.0050 2.0683 -0.1809
B 1.5518 1.7459 1.7939
N 2.3546 0.8089 0.8199
C 3.6682 0.6478 0.6483
C 3.8717 -0.3288 -0.3136
C 2.6026 -0.7433 -0.7040
C 2.1882 -1.7674 -1.7026
N 1.7007 -0.0401 -0.0006
N 0.6532 0.7968 2.6445
C 0.5239 0.6461 3.9661
C -0.2964 -0.4371 4.2181
C -0.6547 -0.9407 2.9729
C -1.4886 -2.1262 2.6469
N -0.0820 -0.1818 2.0248
N 2.5356 2.5183 2.6126
C 3.1522 3.7157 2.4239
C 4.1418 3.8342 3.3597
C 4.0923 2.6288 4.0946
C 4.9538 2.2072 5.2380
N 3.1388 1.8418 3.6345
H -1.2353 3.5940 -2.8065
H -2.4353 2.6451 -1.9160
H -1.0028 1.8595 -2.5987
H -0.8085 5.2116 -0.4808
H 0.6928 4.5838 1.6973
H 4.3648 1.2252 1.2331
H 4.8135 -0.6962 -0.6802
H 3.0654 -2.2354 -2.1425
H 1.6117 -1.3225 -2.5164
H 1.5923 -2.5573 -1.2403
H 1.0501 1.3016 4.6360
H -0.5835 -0.8261 5.1784
H -1.3706 -2.8820 3.4212
H -1.1913 -2.5701 1.6959
H -2.5391 -1.8471 2.5890
H 2.8919 4.3771 1.6155
H 4.8156 4.6626 3.4929
H 5.6011 3.0230 5.5526
H 5.5825 1.3613 4.9598
H 4.3451 1.9032 6.0886
C -4.4891 -0.7342 -0.4692
S -3.3280 0.3580 0.2776
O -3.3339 0.1817 1.6971
O -3.4910 1.6748 -0.2541
O -1.9758 -0.2448 -0.2945
H -5.4731 -0.3928 -0.1527
H -4.3094 -1.7453 -0.1156
H -4.3990 -0.6693 -1.5496



Record 4
50
Properties=species:S:1:pos:R:3 method="wB97M-V/def2-TZVPD" e_tot_ev=-451380.3618 orbital_gap_ev=7.31 mol_weight_g_mol=877.7
O 4.1469 -1.0111 -2.7592
C 3.7289 -1.4329 -1.4498
C 3.1002 -0.2893 -0.5530
C 2.3345 0.8505 -1.3464
C 0.7969 0.4944 -1.3307
C -0.2425 1.3380 -0.6589
C -1.6303 0.8584 -0.7028
I -3.1020 2.0810 0.3284
C -2.0312 -0.4209 -1.3915
N -3.3760 -0.7779 -1.3141
C -3.6407 -1.9605 -1.9112
C -2.6117 -2.7746 -2.6352
N -1.2223 -2.4440 -2.7538
C -1.0058 -1.2437 -2.0686
C 0.4118 -0.7387 -2.0230
H 3.5183 -1.4101 -3.3895
H 2.9608 -2.2596 -1.5571
H 4.5950 -1.8930 -0.8810
H 2.3206 -0.7930 0.0984
H 3.8508 0.1352 0.1807
H 2.6814 1.0045 -2.4007
H 2.5396 1.8234 -0.8044
H 0.0437 2.2880 -0.1345
H -4.6900 -2.3509 -1.8708
H -2.9551 -3.7396 -3.0882
H 1.2073 -1.3495 -2.5265
Br -2.1053 0.2830 -7.0863
C -1.6207 -1.5789 -7.3979
C -2.5118 -2.5149 -6.6196
Br -2.0148 -2.5514 -4.7080
H -0.5666 -1.6792 -7.1429
H -1.7446 -1.7287 -8.4704
H -2.3861 -3.5419 -6.9690
H -3.5662 -2.2454 -6.6715
Br 1.1096 2.6737 3.7629
C -0.3399 1.3880 3.5594
C 0.1103 -0.0092 3.8996
Br 1.1808 -0.7750 2.4636
H -0.7060 1.4823 2.5381
H -1.1143 1.7219 4.2506
H -0.7483 -0.6736 4.0003
H 0.7099 -0.0600 4.8045
Br 0.8198 1.1494 7.3086
C 1.2667 2.9443 7.9141
C 0.0634 3.6429 8.4926
Br -1.1400 4.2614 7.0913
H 1.6988 3.4675 7.0627
H 2.0334 2.8050 8.6763
H 0.3641 4.5442 9.0270
H -0.5213 3.0103 9.1573



Record 5
51
Properties=species:S:1:pos:R:3 method="wB97M-V/def2-TZVPD" charge=+2 relative_energy_kj_mol=265.69 e_tot_ev=-68661.3287 orbital_gap_ev="4.13 / 4.27" multiplicity=2 mol_weight_g_mol=570.4 s2=0.752
Ce -0.0878 1.0003 1.7462
P 1.5274 1.2400 -2.3769
C -0.1849 1.5165 -1.8511
C -0.7257 0.1574 -1.5164
N -0.9494 -0.0946 -0.2163
C -1.4558 -1.2928 0.1452
C -1.8150 -2.2387 -0.8048
C -1.5455 -1.9939 -2.1430
C -0.9617 -0.7872 -2.4924
C -1.5362 -1.5469 1.6315
P -2.4448 -0.1947 2.6038
H -0.7050 -0.5489 -3.5241
H -2.2810 -3.1649 -0.4766
H -1.7475 -2.7370 -2.9128
H -2.0927 -2.4642 1.8588
H -0.5090 -1.6484 2.0588
H -0.2410 2.2515 -1.1028
H -0.7105 1.9021 -2.7437
H -3.2039 5.3179 -4.0951
O -3.7385 4.6287 -3.7917
H -3.9818 4.1750 -4.6091
H 2.8040 2.8456 -1.9518
O 2.4665 2.8047 -1.0749
H 1.6602 3.3577 -1.1145
C -4.0653 -0.1674 1.7645
H -4.8212 -0.6677 2.3841
H -4.3493 0.8857 1.6374
H -4.0208 -0.6420 0.7767
C -2.8583 -1.0565 4.1722
H -2.3483 -0.5138 4.9878
H -3.9491 -1.0105 4.3386
H -2.5186 -2.1077 4.1566
C 2.5511 -0.0870 -1.7823
H 2.3952 -0.9744 -2.4105
H 3.6192 0.2068 -1.8366
H 2.3413 -0.3502 -0.7330
C 1.5636 1.4542 -4.1715
H 2.4932 1.9374 -4.5253
H 1.5050 0.4468 -4.6348
H 0.7086 2.0802 -4.5057
F 1.7108 1.2967 3.5337
C 2.3087 0.1144 3.0464
C 1.6993 -0.5374 1.9756
C 2.3284 -1.6724 1.4719
F 1.7961 -2.3739 0.4261
C 3.5063 -2.1325 2.0358
F 4.1057 -3.2162 1.5069
C 4.0789 -1.4656 3.1274
F 5.2231 -1.9276 3.6643
C 3.4719 -0.3355 3.6458
F 3.9841 0.3311 4.7013